[1]
Molecular formula: C32H48N3O2ReSi4
Method: DFT, ωB97M-V with the def2-TZVPD basis set

Each line ends with the Mulliken charge.
Atoms and positions in Å:
Re (-0.24809, -0.19476, -0.05261)  -0.289
C (1.75618, 0.26337, -4.16809)  -1.574
C (1.29685, -1.14529, -3.91519)  0.763
C (1.24508, -2.02848, -4.98800)  -0.766
C (0.74159, -3.30704, -4.84150)  -1.041
C (0.18058, -3.67601, -3.62951)  -0.864
C (0.23530, -2.83390, -2.53100)  1.050
C (-0.42074, -3.25670, -1.24694)  -0.046
C (0.89838, -1.60255, -2.64375)  -0.523
N (1.12324, -0.81519, -1.48185)  1.351
C (2.35633, -0.21012, -1.36663)  0.038
O (3.38649, -0.55542, -1.90207)  -0.597
C (2.31223, 1.01461, -0.49573)  -0.343
C (3.25395, 2.02238, -0.52186)  -0.840
C (2.99303, 3.19609, 0.17704)  -0.891
C (1.78059, 3.35033, 0.83835)  -0.697
C (0.88010, 2.30281, 0.82949)  0.319
N (1.17648, 1.15726, 0.20032)  0.855
C (-0.55454, 2.40037, 1.27463)  -0.088
O (-0.97237, 3.42844, 1.75664)  -0.647
N (-1.27499, 1.27718, 0.95019)  1.245
C (-2.70310, 1.38188, 0.88105)  -0.089
C (-3.51943, 1.70552, 1.97316)  1.061
C (-2.98421, 1.89439, 3.36181)  -0.887
C (-4.89149, 1.81257, 1.76085)  -1.058
C (-5.45881, 1.60886, 0.51815)  -0.975
C (-4.64755, 1.26112, -0.54792)  -1.118
C (-3.27834, 1.14912, -0.37891)  1.558
C (-2.41280, 0.77849, -1.55697)  -2.184
H (1.43587, 0.58529, -5.15764)  0.582
H (2.84403, 0.33080, -4.12255)  0.275
H (1.35108, 0.96218, -3.43317)  0.160
H (1.60746, -1.69584, -5.95210)  0.485
H (0.75914, -4.00319, -5.66808)  0.427
H (-0.30028, -4.64083, -3.52945)  0.476
H (-1.08274, -4.09973, -1.43387)  0.710
H (-1.03711, -2.44488, -0.82270)  -0.316
H (0.30486, -3.54765, -0.48832)  -0.207
H (4.15099, 1.88276, -1.10813)  0.646
H (3.71260, 4.00207, 0.16077)  0.507
H (1.51216, 4.27334, 1.33195)  0.623
H (-2.49099, 0.98846, 3.70840)  -0.098
H (-3.79708, 2.12804, 4.04580)  0.478
H (-2.26578, 2.71010, 3.38485)  0.269
H (-5.52667, 2.06257, 2.60036)  0.440
H (-6.52810, 1.69834, 0.38687)  0.424
H (-5.08032, 1.08966, -1.52514)  0.442
H (-2.98436, 0.82086, -2.48223)  0.571
H (-2.06918, -0.27833, -1.47757)  0.615
H (-1.56789, 1.46760, -1.66677)  0.408
C (2.96022, -3.61354, -0.50093)  -1.037
Si (2.85518, -2.70095, 1.13720)  0.571
C (2.85994, -3.93332, 2.56734)  -1.070
C (4.15183, -1.33621, 1.23636)  -0.841
Si (0.50159, -1.47050, 1.84207)  -0.741
Si (-1.30157, -2.96667, 2.56770)  0.341
C (-0.77155, -4.00060, 4.05710)  -1.115
C (-2.64743, -1.73375, 3.07199)  -0.685
C (-2.12595, -4.14368, 1.33062)  -1.233
Si (1.48070, -0.44796, 3.88264)  0.859
C (0.07448, 0.60233, 4.58959)  -0.942
C (2.91337, 0.75089, 3.52795)  -1.169
C (2.02078, -1.65428, 5.24754)  -1.432
H (3.97296, -4.00422, -0.62895)  0.543
H (2.77458, -2.95414, -1.34648)  0.130
H (2.27260, -4.45543, -0.56776)  0.358
H (3.79061, -4.50572, 2.54314)  0.461
H (2.03963, -4.64641, 2.49412)  0.203
H (2.79552, -3.44053, 3.53490)  0.219
H (4.81808, -1.40540, 0.37506)  0.422
H (4.75234, -1.41268, 2.14247)  0.500
H (3.70846, -0.34469, 1.21183)  -0.128
H (-0.43581, -3.37465, 4.88221)  0.284
H (0.02435, -4.70610, 3.82032)  0.326
H (-1.62418, -4.57797, 4.41814)  0.439
H (-2.41863, -1.26103, 4.02653)  0.340
H (-3.61655, -2.22404, 3.17736)  0.593
H (-2.75647, -0.94743, 2.32350)  -0.228
H (-1.43199, -4.86163, 0.89493)  0.304
H (-2.61459, -3.60425, 0.51914)  0.339
H (-2.90270, -4.70888, 1.84853)  0.553
H (-0.24603, 1.36003, 3.87507)  0.042
H (0.39947, 1.11579, 5.49667)  0.567
H (-0.79132, -0.00402, 4.85363)  0.291
H (2.85324, 1.18482, 2.52950)  0.172
H (3.88704, 0.27510, 3.63058)  0.445
H (2.87943, 1.57667, 4.24048)  0.481
H (1.43980, -2.57423, 5.26626)  0.342
H (1.89051, -1.17180, 6.21768)  0.410
H (3.07309, -1.92600, 5.16839)  0.450

Atoms 1-6, force components in eV/Å:
1.320 0.000 0.682
0.170 -0.067 0.065
0.005 -0.014 0.262
-0.053 -0.050 0.022
0.012 0.040 0.026
-0.019 -0.062 -0.017

Values from the calculation:
* lowest unoccupied orbital energy (spin up / spin down): -4.64 / -4.86 eV
* HOMO (spin up / spin down): -10.487 / -10.501 eV
* E: -2799.02074 Eh
* net charge: +1
* multiplicity: 2
* orbital gap (spin up / spin down): 5.85 / 5.64 eV



[2]
Molecular formula: C32H49Cl2FeO2P
Method: DFT, ωB97M-V with the def2-TZVPD basis set

Each line ends with the Mulliken charge.
Atoms and positions in Å:
Fe (0.31526, -0.58468, 0.64251)  -0.851
Cl (2.19597, -1.20383, 1.55375)  -0.582
P (1.25011, 1.76249, -0.20295)  0.186
C (0.10989, -2.45046, -0.31243)  -1.321
H (0.24008, -2.32874, -1.39021)  0.210
H (0.79760, -3.15378, 0.18025)  0.412
C (0.32853, 3.34535, -0.69657)  0.606
C (2.59851, 1.49976, -1.46060)  0.014
C (-0.14917, 3.27111, -2.14027)  0.291
H (-0.55742, 3.27837, -0.04563)  0.677
C (-1.15917, 4.38160, -2.44757)  -0.680
H (0.70471, 3.36738, -2.82662)  0.077
H (-0.62459, 2.27767, -2.35921)  -1.048
C (-0.64913, 5.78042, -2.08686)  -0.833
H (-1.40684, 4.33577, -3.51433)  0.413
H (-2.08076, 4.15297, -1.89598)  0.353
C (0.00229, 5.84280, -0.70313)  -1.004
H (0.07938, 6.10095, -2.84247)  0.302
H (-1.47754, 6.49552, -2.13318)  0.424
C (1.00108, 4.70433, -0.44937)  -0.509
H (0.50977, 6.80577, -0.57134)  0.424
H (-0.78192, 5.79217, 0.06353)  0.380
H (1.85719, 4.81696, -1.13113)  0.212
H (1.39983, 4.78944, 0.56947)  0.125
C (2.22108, 2.20174, 1.35515)  0.723
C (3.24846, 2.75417, -2.06197)  -0.613
H (3.36096, 0.96061, -0.86965)  0.935
C (4.50609, 2.32794, -2.82674)  -1.008
H (2.54682, 3.24775, -2.75023)  0.182
H (3.51827, 3.49287, -1.29450)  0.082
C (4.20846, 1.28383, -3.91343)  -0.779
H (4.97857, 3.21150, -3.27441)  0.402
H (5.22302, 1.90761, -2.10621)  0.378
C (3.32337, 0.12442, -3.43923)  -0.796
H (3.71684, 1.78298, -4.75968)  0.300
H (5.15685, 0.88211, -4.28894)  0.439
C (2.12435, 0.57729, -2.58188)  0.149
H (2.95244, -0.44084, -4.30275)  0.415
H (3.92610, -0.56619, -2.83255)  0.380
H (1.38112, 1.09107, -3.21163)  0.183
H (1.60652, -0.30439, -2.17185)  -0.526
C (1.25659, 2.76545, 2.39622)  -0.408
H (2.51717, 1.19129, 1.69321)  0.200
C (1.92987, 2.90135, 3.77133)  -0.908
H (0.87569, 3.74725, 2.07873)  0.157
H (0.37402, 2.11095, 2.47421)  -0.026
C (3.28205, 3.62269, 3.71791)  -0.721
H (1.25464, 3.43875, 4.44733)  0.423
H (2.07769, 1.89558, 4.18841)  0.336
C (4.20739, 3.10653, 2.61136)  -0.970
H (3.11411, 4.69766, 3.57415)  0.300
H (3.79007, 3.51693, 4.68279)  0.377
C (3.52370, 3.00079, 1.23795)  -0.492
H (5.08840, 3.75487, 2.52919)  0.398
H (4.56838, 2.10518, 2.88596)  0.382
H (3.32803, 4.00862, 0.83973)  0.174
H (4.21989, 2.51530, 0.53784)  0.119
C (-1.11931, 0.49535, 1.08492)  0.586
C (-1.10833, -2.14016, 0.36969)  1.013
H (-1.12544, 1.55481, 0.75124)  0.083
C (-1.41841, -2.87260, 1.65926)  -0.878
H (-1.98911, -1.75819, -0.17268)  0.102
C (-2.53697, -2.26193, 2.51734)  -0.832
H (-1.68194, -3.92132, 1.42193)  0.341
H (-0.47876, -2.91285, 2.24125)  0.267
C (-2.20963, -0.83210, 2.95807)  -0.712
H (-3.47925, -2.26718, 1.95012)  0.296
H (-2.68917, -2.89538, 3.40155)  0.463
C (-2.37963, 0.16039, 1.77180)  -0.313
H (-2.89063, -0.53777, 3.76887)  0.357
H (-1.18838, -0.77591, 3.36340)  0.318
H (-3.08096, -0.24135, 1.01643)  0.034
H (-2.84693, 1.08780, 2.16095)  0.481
Cl (-4.35987, -5.25530, -2.78203)  -0.258
C (-3.77306, -3.64859, -2.68497)  0.435
C (-4.60036, -2.63342, -2.17562)  -0.668
C (-4.12671, -1.32667, -2.11681)  -0.125
C (-2.81347, -1.01272, -2.49513)  0.005
C (-2.01642, -2.02023, -3.06055)  0.043
C (-2.47090, -3.34085, -3.12483)  -0.682
C (-2.26906, 0.37433, -2.21535)  0.133
O (-3.02798, 1.12490, -1.54309)  -0.833
O (-1.08608, 0.61414, -2.62760)  -0.836
H (-5.61416, -2.86619, -1.85647)  0.384
H (-4.75966, -0.51817, -1.75396)  0.431
H (-1.02514, -1.76353, -3.43105)  0.500
H (-1.85057, -4.13605, -3.53113)  0.397

Atoms 1-6, force components in eV/Å:
1.603 -0.237 -1.234
1.166 -0.376 0.840
1.039 0.541 -0.301
-1.870 -0.574 0.450
-0.209 0.169 0.322
-0.251 0.512 -0.263

Values from the calculation:
* lowest unoccupied orbital energy (spin up / spin down): 2.69 / 2.57 eV
* HOMO (spin up / spin down): -3.587 / -5.503 eV
* E: -3924.68397 Eh
* net charge: -1
* multiplicity: 6
* orbital gap (spin up / spin down): 6.28 / 8.07 eV